[1]
{"formula": "H22O11", "method": "ωB97M-V/def2-TZVPD", "e_above_lowest_ev": 5.502, "lumo_ev": -0.739, "homo_energy_ev": -9.814, "smiles": "O.O.O.O.O.O.O.O.O.O.O", "charge": 0, "elements": ["O", "H", "H", "O", "H", "H", "O", "H", "H", "O", "H", "H", "O", "H", "H", "O", "H", "H", "O", "H", "H", "O", "H", "H", "O", "H", "H", "O", "H", "H", "O", "H", "H"], "coordinates": [[2.87378, -2.23855, 0.77053], [2.89881, -2.04599, -0.12732], [1.88076, -1.75457, 0.91714], [1.44608, -0.65108, 2.69689], [0.79103, -0.05159, 2.18832], [1.25900, -0.17161, 3.45865], [-0.89182, -2.19207, -0.75416], [-0.59443, -3.19830, -0.28040], [-1.16174, -2.52562, -1.61237], [-0.37764, 0.37091, -3.33027], [-0.70838, 0.52843, -2.46220], [-0.10372, 1.31599, -3.59971], [1.39127, 3.18065, 1.14043], [2.19993, 3.72007, 0.78866], [1.08352, 2.98197, 0.37138], [-2.22020, 0.56328, -1.20544], [-2.06237, 0.88882, -0.35991], [-3.11274, 0.82089, -1.21746], [0.02347, 0.05820, 0.46628], [-0.42710, -0.67905, 0.15391], [-0.63867, 0.71449, 0.75764], [2.08691, -1.27297, -1.66389], [2.27101, -0.30629, -1.85935], [1.08918, -1.19396, -1.49474], [3.23734, 0.96516, 1.30976], [2.46587, 1.42205, 1.39191], [3.04447, 0.20934, 1.63087], [-3.84251, -1.98554, -0.64712], [-3.62530, -2.45068, 0.25056], [-3.18248, -1.31199, -0.76027], [-2.03689, 1.88749, 0.99321], [-2.29796, 2.90377, 0.84018], [-2.75847, 1.49833, 1.24832]], "atomic_forces_ev_per_a": [[-4.69, 1.41, 3.26], [0.61, 0.46, -3.03], [4.28, -2.09, 0.03], [-1.96, 1.03, -2.52], [1.46, -1.98, -0.41], [0.39, 0.71, 3.37], [1.59, -5.02, 2.37], [-1.15, 4.65, -1.92], [-0.25, 0.24, -0.48], [1.38, 2.37, -1.71], [-0.81, -0.04, 1.22], [-0.56, -2.36, 0.36], [5.44, 3.84, 5.85], [-1.77, -1.30, 1.67], [-3.79, -2.55, -7.56], [0.38, -1.54, -2.04], [1.51, 0.96, 2.22], [-2.28, 0.34, -1.22], [1.13, 3.09, 1.29], [-1.47, -2.36, -1.04], [0.58, -0.44, -0.20], [-2.06, 2.24, -0.31], [0.04, -1.72, 0.32], [1.97, -0.52, -0.36], [5.17, 6.47, -3.89], [-3.17, 2.44, 0.24], [-1.63, -8.81, 3.49], [-0.42, -1.88, 2.60], [-0.47, 1.44, -2.65], [0.86, 0.42, 0.01], [5.34, 7.35, -2.25], [1.04, -3.47, 0.56], [-6.69, -3.39, 2.75]], "lowdin_charge": [-0.11, -0.07, 0.10, -0.06, 0.06, 0.01, -0.13, 0.22, 0.05, -0.08, -0.05, 0.09, 0.00, 0.13, -0.08, -0.01, -0.06, 0.05, -0.03, -0.04, 0.02, -0.10, 0.08, 0.03, 0.05, -0.06, -0.12, -0.10, 0.09, -0.05, 0.00, 0.19, -0.03]}


[2]
{"formula": "H22O11", "method": "ωB97M-V/def2-TZVPD", "e_above_lowest_ev": 1.135, "lumo_ev": -0.039, "homo_energy_ev": -9.041, "smiles": "O.O.O.O.O.O.O.O.O.O.O", "charge": 0, "elements": ["O", "H", "H", "O", "H", "H", "O", "H", "H", "O", "H", "H", "O", "H", "H", "O", "H", "H", "O", "H", "H", "O", "H", "H", "O", "H", "H", "O", "H", "H", "O", "H", "H"], "coordinates": [[0.58696, 2.28912, -1.88431], [0.30319, 2.45562, -2.78875], [-0.18766, 1.89204, -1.45088], [0.43456, -3.28222, -1.07967], [0.33300, -3.66825, -0.20225], [1.21231, -2.70860, -0.99528], [-0.23965, 1.85189, 1.87080], [-0.86643, 2.04760, 1.15445], [0.13368, 0.98527, 1.64358], [2.78951, -1.51703, -0.26545], [3.63339, -1.87598, 0.02619], [2.98963, -0.61813, -0.56529], [-1.85697, 1.60581, -0.44077], [-2.46000, 1.91953, -1.12168], [-2.28628, 0.81268, -0.04816], [-1.04204, -1.78015, 2.68666], [-0.79257, -1.53836, 1.78345], [-1.19502, -0.93529, 3.12202], [-3.02628, -0.52617, 0.60821], [-3.52426, -0.94769, 1.31287], [-2.58948, -1.23320, 0.10192], [1.63678, 3.13930, 1.53059], [1.99961, 2.60238, 0.80926], [0.77405, 2.75676, 1.73177], [0.23987, -0.55260, 0.33961], [1.08630, -0.82687, -0.03861], [-0.33345, -0.39715, -0.42109], [-2.05217, -2.13423, -1.28549], [-1.11283, -2.40109, -1.30274], [-2.38890, -2.26060, -2.17611], [2.37462, 1.38928, -0.65577], [3.30488, 1.61612, -0.52733], [2.12169, 1.84019, -1.47172]], "atomic_forces_ev_per_a": [[-1.01, 0.34, -1.13], [-0.05, 0.10, 0.00], [0.08, 0.09, 0.32], [0.15, 0.12, -0.03], [-0.03, -0.03, 0.01], [0.07, -0.16, 0.00], [-2.46, -1.55, 0.44], [0.02, -0.17, 0.13], [-0.07, 0.12, -0.17], [0.25, -0.06, -0.27], [-0.12, -0.13, 0.09], [-0.17, 0.27, -0.05], [0.23, -0.06, -0.42], [-0.11, 0.06, 0.15], [-0.23, 0.20, 0.15], [-0.11, -0.14, -0.02], [0.16, 0.14, 0.12], [0.04, 0.01, -0.02], [-0.05, 0.03, 0.00], [0.14, 0.07, 0.11], [-0.34, -0.18, -0.16], [2.69, 1.55, -0.58], [-0.44, 0.28, 0.34], [0.16, 0.00, 0.09], [-0.36, -0.14, -0.20], [0.04, 0.09, 0.41], [-0.03, 0.15, 0.08], [0.23, 0.13, -0.10], [0.02, -0.36, -0.02], [-0.06, 0.01, 0.04], [1.91, -0.84, 0.43], [-0.01, 0.03, 0.18], [-0.55, 0.03, 0.05]], "lowdin_charge": [-0.04, 0.07, 0.03, -0.04, 0.07, 0.02, -0.01, 0.05, 0.05, -0.04, 0.07, 0.03, -0.07, 0.07, 0.01, -0.07, -0.02, 0.03, -0.06, 0.07, 0.00, -0.11, -0.03, -0.12, -0.04, 0.01, 0.04, -0.05, 0.01, 0.07, -0.08, 0.07, 0.02]}


[3]
{"formula": "H22O11", "method": "ωB97M-V/def2-TZVPD", "e_above_lowest_ev": 7.664, "lumo_ev": -0.054, "homo_energy_ev": -8.866, "smiles": "O.O.O.O.O.O.O.O.O.O.O", "charge": 0, "elements": ["O", "H", "H", "O", "H", "H", "O", "H", "H", "O", "H", "H", "O", "H", "H", "O", "H", "H", "O", "H", "H", "O", "H", "H", "O", "H", "H", "O", "H", "H", "O", "H", "H"], "coordinates": [[0.41604, -0.49220, -0.24338], [0.44959, 0.39949, -0.60773], [0.80076, -0.40100, 0.63563], [-0.17888, 2.07100, -2.69926], [0.78055, 2.15663, -2.66556], [-0.49205, 2.97758, -2.79431], [0.63499, -1.10978, 2.88598], [1.33773, -0.91272, 2.25644], [0.40552, -2.02756, 2.70157], [-0.90078, 1.81269, -4.33693], [-0.86375, 1.63848, -5.28417], [-1.51785, 2.54886, -4.25783], [3.36777, -0.64166, 0.54103], [3.35977, -1.57946, 0.76340], [4.22979, -0.50496, 0.13210], [-0.50958, -0.10181, 3.99115], [-1.10307, 0.61961, 3.75386], [-1.02853, -0.89678, 3.82473], [-2.77391, -2.72162, 0.98795], [-3.54511, -2.28207, 0.61241], [-3.02071, -3.65315, 1.00636], [0.57560, 4.78792, 1.46178], [-0.24432, 4.28309, 1.41841], [1.26280, 4.11457, 1.51952], [0.98718, -0.78936, -5.07117], [1.06202, -0.70465, -4.11398], [1.90072, -0.84016, -5.37425], [2.99031, -2.70733, 3.78346], [3.34210, -2.07990, 3.14192], [2.09535, -2.88397, 3.47228], [-4.71390, -0.03196, -1.06931], [-4.36006, -0.80170, -1.52898], [-4.00994, 0.22274, -0.46222]], "atomic_forces_ev_per_a": [[-0.05, 0.10, 0.02], [-0.11, -0.01, -0.13], [-0.19, 0.04, -0.28], [3.18, 1.40, 7.89], [0.05, 0.14, 0.14], [0.45, -0.16, 0.43], [3.67, -3.19, -3.45], [0.48, -0.23, -0.01], [0.02, -0.32, -0.49], [-2.84, -1.07, -7.17], [-0.51, -0.16, -0.77], [-0.23, -0.23, -0.40], [0.14, -0.14, 0.22], [-0.02, -0.02, -0.20], [-0.06, 0.07, 0.06], [-3.92, 3.25, 3.43], [-0.32, 0.11, 0.36], [-0.07, 0.46, 0.12], [-0.13, -0.09, 0.00], [0.04, 0.02, 0.06], [0.05, 0.07, 0.00], [-0.02, -0.19, -0.03], [0.05, 0.09, 0.01], [-0.02, 0.10, 0.02], [0.24, 0.04, 0.03], [-0.18, 0.01, -0.02], [-0.11, -0.03, -0.03], [0.20, -0.26, -0.24], [-0.03, 0.06, 0.23], [0.15, 0.16, 0.22], [0.11, -0.22, 0.17], [-0.01, 0.12, -0.10], [-0.01, 0.08, -0.09]], "lowdin_charge": [-0.06, 0.02, -0.02, -0.10, 0.06, 0.06, -0.09, 0.03, 0.07, -0.12, 0.05, 0.06, -0.05, 0.04, 0.05, -0.09, 0.05, 0.05, -0.06, 0.02, 0.04, -0.06, 0.03, 0.03, -0.05, 0.03, 0.03, -0.05, 0.01, 0.01, -0.06, 0.03, 0.03]}